(1)
Below is a 2-piece molecular cluster, CH4NO2Si overall at a distorted geometry, with properties calculated with ωB97M-V with the def2-TZVPD basis set.

Properties
- 2S+1: 1
- E_HOMO: -3.66 eV
- Charge: -1
- Gap between HOMO and LUMO: 7.758 eV

Each line ends with the Mulliken charge.
Cartesian coordinates (Å):
1 C 1.7355 0.2071 -0.1057  0.39
2 N -1.3123 0.5330 0.6239  -0.39
3 O 1.9437 1.3423 0.4010  -0.64
4 O 2.4972 -0.6980 -0.5471  -0.62
5 Si -0.1664 -0.4105 -0.2781  0.15
6 H -2.1827 0.0973 0.7483  0.18
7 H -1.3338 1.4865 0.6613  0.20
8 H -0.8994 -0.9528 -1.9730  -0.14
9 H -0.2817 -1.6049 0.4693  -0.13


(2)
Below is C28H17F12N4OW as an isolated structure at a distorted geometry, with properties calculated with ωB97M-V with the def2-TZVPD basis set.

Properties
- 2S+1: 1
- E_HOMO (alpha / beta): -3.16 / -3.16 eV
- Charge: -1
- Gap between HOMO and LUMO (alpha / beta): 5.659 / 5.656 eV

Each line ends with the Mulliken charge.
Cartesian coordinates (Å):
1 W 0.2632 0.6789 -0.0467  2.01
2 C 3.0609 2.0110 1.0897  -1.19
3 N 2.1098 0.9144 1.2197  0.68
4 C 1.4665 0.8655 2.5485  -1.50
5 C 0.2916 1.8373 2.6428  -0.42
6 N -0.7384 1.5698 1.6421  0.32
7 C -1.9879 2.0292 1.8514  -0.20
8 C -2.3367 3.1093 2.6908  0.32
9 F -1.3693 3.8221 3.3194  -0.35
10 C -3.6336 3.5476 2.8788  0.03
11 F -3.8685 4.5905 3.6928  -0.32
12 C -4.6829 2.9498 2.2154  0.73
13 F -5.9488 3.3727 2.3902  -0.34
14 C -4.3937 1.8970 1.3641  -0.21
15 F -5.3978 1.2830 0.7208  -0.32
16 C -3.1017 1.4492 1.1961  0.12
17 F -2.9290 0.3947 0.3909  -0.15
18 C 2.6669 -0.3865 0.7613  -1.19
19 C 3.0405 -0.4139 -0.7016  -0.75
20 N 1.9510 -0.0153 -1.5847  0.04
21 C 2.2535 0.0050 -2.9038  -0.13
22 C 1.5692 0.8661 -3.8055  0.04
23 F 0.6617 1.7333 -3.3265  -0.29
24 C 1.8005 0.9247 -5.1632  -0.07
25 F 1.0918 1.7864 -5.9104  -0.33
26 C 2.7705 0.1494 -5.7658  0.64
27 F 2.9950 0.2040 -7.0912  -0.33
28 C 3.4996 -0.6815 -4.9439  0.11
29 F 4.4441 -1.4732 -5.4784  -0.33
30 C 3.2568 -0.7489 -3.5848  0.41
31 F 4.0147 -1.6749 -2.9448  -0.37
32 H 3.9318 1.8318 1.7313  0.37
33 H 2.5845 2.9414 1.3933  0.27
34 H 3.3817 2.1108 0.0555  0.29
35 H 2.1820 1.0914 3.3566  0.20
36 H 1.1736 -0.1701 2.6573  0.44
37 H 0.7206 2.8500 2.5655  0.46
38 H -0.0628 1.7614 3.6783  0.68
39 H 1.9445 -1.1691 1.0138  0.24
40 H 3.6025 -0.5868 1.3007  0.50
41 H 3.4123 -1.4268 -0.8527  0.48
42 H 3.9137 0.2452 -0.8426  0.53
43 F -1.3478 -2.3062 5.0936  -0.39
44 C -1.3067 -2.3452 3.7328  -0.04
45 C -0.6949 -1.3243 3.0555  -1.15
46 C -0.5980 -1.2771 1.6534  1.05
47 C -1.2417 -2.3479 0.9945  0.22
48 C -1.8216 -3.3961 1.7315  0.73
49 F -2.3912 -4.4825 1.1375  -0.37
50 C -1.8634 -3.4357 3.1051  -0.81
51 C -1.3291 -2.2462 -0.4707  -0.11
52 C -1.9507 -3.1956 -1.3001  -1.32
53 C -2.0242 -3.0098 -2.6610  -0.33
54 C -1.4496 -1.8792 -3.2106  -1.31
55 C -0.8367 -1.0001 -2.3522  -0.49
56 N -0.7923 -1.1380 -1.0150  -0.11
57 H -0.3321 -0.5417 3.6981  0.40
58 H -2.3222 -4.2533 3.6390  0.50
59 H -2.3879 -4.0741 -0.8726  0.55
60 H -2.5266 -3.7417 -3.2812  0.41
61 H -1.4610 -1.6715 -4.2712  0.46
62 H -0.3543 -0.1157 -2.7244  0.87
63 O -0.5720 1.7059 -1.1026  -0.86


ΔE to the lowest compared entry with this formula, charge and spin / eV: 1.0688, 3.4753
Total energy / eV: -14565.458, -71753.420